1.
This record from OMol25 describes C29H39N4O as an isolated structure. The level of theory is ωB97M-V/def2-TZVPD.

Strongest force on any atom: 0.1301 Eh/bohr
Calculated total energy: -1422.3551 Eh
Energy above the lowest of the compared OMol25 structures with the same formula, charge and spin: 59.1 kcal per mole
Kohn-Sham gap: 6.389 eV
Net charge: +1

Last column: Löwdin charge in e.
Atoms and positions in Å:
C (4.53128, 2.37852, -1.78353)  -0.060
C (3.46893, 2.47456, -0.72315)  -0.204
N (2.24451, 1.61233, -0.94652)  -0.220
C (1.25707, 2.23562, -1.91669)  -0.179
C (1.76581, 2.28914, -3.34410)  -0.064
C (2.63318, 0.20947, -1.35937)  -0.200
C (3.74172, -0.37712, -0.49727)  -0.060
H (5.44560, 2.82734, -1.37709)  0.097
H (4.75923, 1.35456, -2.09538)  0.070
H (4.23952, 2.95665, -2.66295)  0.068
H (3.84280, 2.17322, 0.26506)  0.122
H (3.10147, 3.49948, -0.64912)  0.094
H (0.34005, 1.63428, -1.84185)  0.123
H (1.03126, 3.24435, -1.54116)  0.123
H (0.91021, 2.44622, -4.01161)  0.091
H (2.45636, 3.12981, -3.46772)  0.073
H (2.26148, 1.36901, -3.67022)  0.074
H (1.69782, -0.36625, -1.28333)  0.087
H (2.90586, 0.23522, -2.42704)  0.101
H (3.45909, -1.39837, -0.22181)  0.080
H (4.67830, -0.43206, -1.06612)  0.082
H (3.94283, 0.15503, 0.44517)  0.087
C (-4.12169, -2.52327, 2.66990)  0.000
N (-2.93028, -2.27963, 1.89334)  -0.038
C (-2.35492, -3.26312, 1.13417)  -0.367
O (-2.73590, -4.42767, 1.07378)  0.105
C (-1.16862, -2.64869, 0.40559)  -0.159
C (-1.29967, -2.78520, -1.11338)  -0.080
C (-1.14961, -4.21379, -1.59710)  -0.236
C (-2.11157, -4.77842, -2.44970)  -0.033
C (-2.01192, -6.12375, -2.82186)  -0.068
C (-0.93867, -6.89977, -2.37215)  -0.075
C (0.04374, -6.32466, -1.54988)  -0.064
C (-0.05891, -4.97724, -1.18169)  -0.049
N (-1.18826, -1.26365, 0.88345)  0.052
C (-0.22528, -0.40791, 0.52048)  0.028
C (-0.23896, 0.93612, 0.89912)  -0.067
C (0.68104, 1.93301, 0.63913)  -0.004
C (0.43816, 3.29766, 1.07066)  -0.164
C (1.40429, 4.34920, 1.05904)  0.001
C (1.14692, 5.60846, 1.57987)  -0.003
C (-0.07686, 5.88285, 2.20435)  -0.213
C (-0.27174, 7.14370, 2.84672)  -0.158
N (-0.41968, 8.18048, 3.36948)  0.184
C (-1.07718, 4.89960, 2.20325)  -0.001
C (-0.85191, 3.67845, 1.57399)  0.008
C (-2.32782, -0.96174, 1.78151)  -0.452
C (-3.30531, 0.02156, 1.12252)  0.016
C (-1.91145, -0.47200, 3.17992)  0.017
H (-4.36921, -3.58666, 2.61982)  0.104
H (-3.95605, -2.23633, 3.71499)  0.097
H (-4.96569, -1.93739, 2.28171)  0.099
H (-0.24163, -3.13913, 0.75006)  0.162
H (-2.28510, -2.39940, -1.41843)  0.131
H (-0.54228, -2.14852, -1.59903)  0.118
H (-2.94306, -4.15898, -2.78887)  0.113
H (-2.78541, -6.56417, -3.45967)  0.111
H (-0.85809, -7.94984, -2.66484)  0.108
H (0.88104, -6.92106, -1.18756)  0.107
H (0.70790, -4.51684, -0.54996)  0.108
H (0.56875, -0.84724, -0.09165)  0.120
H (-1.07172, 1.23710, 1.52376)  0.047
H (1.73415, 1.57145, 0.17156)  0.011
H (2.40377, 4.16638, 0.67298)  0.084
H (1.91942, 6.37817, 1.52338)  0.133
H (-2.03212, 5.10596, 2.68764)  0.130
H (-1.70968, 3.01057, 1.48658)  0.104
H (-3.72627, -0.43030, 0.21294)  0.105
H (-4.11445, 0.25213, 1.82589)  0.097
H (-2.81005, 0.95547, 0.84428)  0.067
H (-1.41098, -1.28463, 3.72275)  0.109
H (-1.23422, 0.38241, 3.14320)  0.076
H (-2.81134, -0.17070, 3.72976)  0.097

***

2.
This record from OMol25 describes a single C18H19FN4O3 molecule. The level of theory is ωB97M-V/def2-TZVPD.

Strongest force on any atom: 0.0160 Eh/bohr
Calculated total energy: -1241.9999 Eh
Kohn-Sham gap: 9.668 eV

Last column: natural (NBO) charge in e.
Atoms and positions in Å:
N (-1.04194, -2.70477, 0.43230)  -0.375
C (0.10020, -2.70992, 0.37211)  0.337
C (1.52928, -2.78359, 0.21587)  -0.540
H (1.82859, -3.82762, 0.34296)  0.252
H (1.74769, -2.47373, -0.81002)  0.284
C (2.32024, -1.91098, 1.20546)  -0.196
N (2.18636, -0.49229, 0.90723)  -0.457
C (1.01243, 0.09057, 1.29844)  0.694
O (0.26455, -0.45576, 2.07840)  -0.586
C (0.57857, 1.37244, 0.57847)  -0.320
N (-0.65945, 1.01724, -0.07500)  -0.474
C (-1.90865, 1.33089, 0.38711)  0.723
O (-2.16346, 2.16071, 1.21986)  -0.582
C (-2.88103, 0.44387, -0.37626)  0.026
N (-1.99739, -0.22946, -1.30484)  -0.611
C (-0.69650, 0.00642, -1.04578)  0.812
O (0.28047, -0.48428, -1.55694)  -0.646
H (-2.28234, -1.05962, -1.79718)  0.420
C (-3.59592, -0.53458, 0.57543)  -0.421
C (-4.93664, -0.78914, -0.10379)  -0.399
H (-5.67258, -1.20778, 0.57969)  0.219
C (-5.32743, 0.59774, -0.60848)  -0.402
H (-6.07452, 0.56260, -1.39967)  0.211
H (-5.72933, 1.18405, 0.21781)  0.205
C (-4.00970, 1.21752, -1.09168)  -0.408
H (-3.95602, 2.27865, -0.85233)  0.230
H (-3.88718, 1.10219, -2.16862)  0.216
H (-4.81199, -1.47800, -0.94093)  0.190
H (-2.99962, -1.43112, 0.73529)  0.261
H (-3.74866, -0.03622, 1.53350)  0.223
H (1.29941, 1.70717, -0.16834)  0.235
H (0.34706, 2.16392, 1.29483)  0.260
C (3.25055, 0.22062, 0.34117)  0.064
C (3.57572, 1.48489, 0.83923)  -0.209
C (4.61975, 2.22012, 0.31265)  -0.215
C (5.38821, 1.70390, -0.71754)  -0.200
C (5.10807, 0.44244, -1.20874)  -0.283
C (4.05484, -0.28186, -0.68256)  0.438
F (3.83271, -1.51301, -1.18884)  -0.333
H (5.68975, 0.00418, -2.00423)  0.233
H (6.20552, 2.27353, -1.13009)  0.222
H (4.84021, 3.19521, 0.71809)  0.222
H (2.99793, 1.87844, 1.66155)  0.222
H (3.37583, -2.18120, 1.16287)  0.220
H (1.94638, -2.07437, 2.22151)  0.239

***

3.
This record from OMol25 describes C18H12N4OV as an isolated structure. The level of theory is ωB97M-V/def2-TZVPD.

Strongest force on any atom: 0.0774 Eh/bohr
Calculated total energy: -1930.2537 Eh
Energy above the lowest of the compared OMol25 structures with the same formula, charge and spin: 14.2 kcal per mole
Kohn-Sham gap (alpha / beta): 6.024 / 4.767 eV
Expectation value of S²: 2.079
Net charge: +3
Spin multiplicity: 3

Last column: Löwdin charge in e.
Atoms and positions in Å:
V (-0.53137, 1.50081, -0.33829)  1.144
C (0.91620, 1.29050, -4.15709)  0.047
C (0.70535, 1.54143, -2.79970)  -0.034
N (-0.29983, 0.97023, -2.14475)  -0.053
C (-1.12134, 0.12070, -2.77615)  -0.119
C (-0.96950, -0.23132, -4.14029)  -0.091
C (0.09113, 0.39600, -4.82866)  0.114
C (-1.91553, -1.13568, -4.68631)  0.088
C (-2.95978, -1.60391, -3.89716)  0.024
C (-3.13593, -1.21363, -2.57220)  0.080
C (-2.20362, -0.35368, -1.96351)  -0.134
N (-2.15994, 0.19357, -0.72069)  0.085
C (-3.03489, 0.05094, 0.30865)  -0.139
C (-4.07153, -0.87331, 0.52593)  0.075
C (-4.89582, -0.75176, 1.64100)  0.024
C (-4.72887, 0.25608, 2.58173)  0.087
C (-3.63764, 1.15193, 2.47199)  -0.095
C (-3.28670, 2.13954, 3.41386)  0.112
C (-2.14085, 2.89672, 3.21233)  0.047
C (-1.35126, 2.67026, 2.08192)  -0.031
N (-1.68823, 1.76096, 1.16884)  -0.045
C (-2.79286, 1.01966, 1.34164)  -0.120
H (1.72698, 1.78659, -4.67851)  0.147
H (1.36027, 2.21764, -2.23555)  0.152
H (0.26302, 0.20326, -5.88167)  0.159
H (-1.83672, -1.43254, -5.72377)  0.152
H (-3.68033, -2.28169, -4.33453)  0.144
H (-4.01230, -1.56392, -2.05293)  0.117
H (-4.22295, -1.71618, -0.12684)  0.120
H (-5.68173, -1.48015, 1.79123)  0.145
H (-5.39286, 0.33411, 3.43157)  0.152
H (-3.89628, 2.30151, 4.29567)  0.159
H (-1.85362, 3.64591, 3.93685)  0.146
H (-0.42351, 3.23175, 1.92834)  0.151
O (0.93042, -0.60044, 0.73164)  0.278
N (0.35373, 0.28557, 0.32041)  -0.090

***

4.
This record from OMol25 describes a 2-piece molecular cluster, NO4S overall. The level of theory is ωB97M-V/def2-TZVPD.

Strongest force on any atom: 0.0236 Eh/bohr
Calculated total energy: -753.8868 Eh
Energy above the lowest of the compared OMol25 structures with the same formula, charge and spin: 11.5 kcal per mole
Kohn-Sham gap (alpha / beta): 7.419 / 7.418 eV
Net charge: -1

Last column: natural (NBO) charge in e.
Atoms and positions in Å:
N (-1.26136, 0.00844, 0.08112)  0.263
O (1.77140, 0.69587, -1.07715)  -0.911
O (-1.83870, -0.77079, -0.67917)  -0.513
O (-1.86615, 0.83782, 0.77706)  -0.535
O (1.84194, -1.04809, 0.63699)  -0.911
S (1.35288, 0.27674, 0.26115)  1.606

***

5.
This record from OMol25 describes C5H9N as an isolated structure. The level of theory is ωB97M-V/def2-TZVPD.

Strongest force on any atom: 0.0396 Eh/bohr
Calculated total energy: -250.5128 Eh
Energy above the lowest of the compared OMol25 structures with the same formula, charge and spin: 96.7 kcal per mole
Kohn-Sham gap: 8.784 eV

Last column: natural (NBO) charge in e.
Atoms and positions in Å:
C (-1.83177, -0.90401, -0.27613)  -0.632
C (1.70006, 1.22551, -0.42543)  -0.631
C (-0.63529, -0.24912, 0.34955)  0.183
C (0.64951, 0.19151, -0.26674)  0.067
C (0.72192, -1.03158, 0.49011)  -0.445
N (-0.62555, 0.99148, 0.94695)  -0.618
H (-1.36625, 1.57073, 0.53700)  0.334
H (-2.33797, -1.53594, 0.45864)  0.222
H (-1.55237, -1.50910, -1.14109)  0.224
H (-2.55331, -0.15445, -0.61379)  0.215
H (2.19650, 1.47368, 0.51863)  0.215
H (2.46734, 0.83879, -1.10598)  0.223
H (1.29162, 2.14034, -0.85873)  0.221
H (0.64277, -1.96220, -0.06383)  0.228
H (1.23277, -1.08566, 1.45083)  0.194

***

6.
This record from OMol25 describes a single C20H19ClN2O2S molecule. The level of theory is ωB97M-V/def2-TZVPD.

Strongest force on any atom: 0.0187 Eh/bohr
Calculated total energy: -1891.9062 Eh
Energy above the lowest of the compared OMol25 structures with the same formula, charge and spin: 20.1 kcal per mole
Kohn-Sham gap: 8.419 eV

Last column: natural (NBO) charge in e.
Atoms and positions in Å:
O (-1.58206, -0.83041, -1.88488)  -0.947
S (-2.15648, -1.62467, -0.83446)  2.311
O (-2.22765, -3.04433, -0.99364)  -0.929
N (-1.38974, -1.34064, 0.63287)  -0.863
H (-0.76686, -2.10345, 0.86052)  0.414
C (-0.75300, -0.04956, 0.75269)  -0.220
H (-1.40766, 0.67433, 0.26600)  0.223
H (-0.67593, 0.20859, 1.81478)  0.203
C (0.63916, -0.01390, 0.09704)  -0.122
N (1.50621, -0.89913, 0.83911)  -0.638
C (2.79427, -1.19884, 0.43365)  0.265
C (3.66112, -1.80455, 1.34711)  -0.291
C (4.93455, -2.17933, 0.97160)  -0.183
C (5.37656, -1.95538, -0.32193)  -0.262
C (4.52592, -1.35131, -1.23142)  -0.166
C (3.24829, -0.97200, -0.86542)  -0.308
H (2.60830, -0.49522, -1.59034)  0.216
H (4.86086, -1.16688, -2.24181)  0.211
H (6.37378, -2.24582, -0.61544)  0.212
H (5.58776, -2.64614, 1.69474)  0.212
H (3.32142, -1.98033, 2.35943)  0.201
H (1.39406, -0.84928, 1.84255)  0.374
C (1.12144, 1.41915, -0.00704)  0.047
C (0.65421, 2.20542, -1.05396)  -0.236
C (1.05468, 3.52290, -1.17388)  -0.209
C (1.93125, 4.06843, -0.24974)  -0.206
C (2.40260, 3.28998, 0.79197)  -0.207
C (1.99727, 1.97164, 0.91538)  -0.237
H (2.38090, 1.37274, 1.72859)  0.209
H (3.09013, 3.70810, 1.51246)  0.213
H (2.24920, 5.09604, -0.34512)  0.212
H (0.68876, 4.12505, -1.99250)  0.213
H (-0.02015, 1.76853, -1.77694)  0.218
H (0.51811, -0.41844, -0.91483)  0.233
C (-3.77927, -0.97865, -0.45495)  -0.357
C (-4.59951, -1.70649, 0.38553)  -0.109
C (-5.84924, -1.21319, 0.71462)  -0.246
C (-6.25314, 0.00975, 0.19278)  -0.025
C (-5.42943, 0.73867, -0.65428)  -0.222
C (-4.18132, 0.23428, -0.97834)  -0.182
H (-3.51762, 0.76204, -1.64486)  0.246
H (-5.76478, 1.68281, -1.05345)  0.233
Cl (-7.80724, 0.63019, 0.60087)  0.025
H (-6.50861, -1.76540, 1.36536)  0.234
H (-4.25114, -2.65530, 0.75955)  0.235